[1]
A molecular structure, C16H32NPSiSr at a distorted geometry. Source: the OMol25 dataset; level of theory: ωB97M-V/def2-TZVPD.

Kohn-Sham gap (spin up / spin down) ... 6.331 / 3.687 eV
Net charge ... 0

```
52
C16H32NPSiSr | the OMol25 dataset | ωB97M-V/def2-TZVPD
C -1.51075 -1.83978 -3.39861
C -0.15031 -1.88730 -3.10764
C 0.40040 -1.09672 -2.07233
C -0.43121 -0.22501 -1.40188
C -1.79024 -0.18040 -1.66236
C -2.35093 -0.97921 -2.68319
C 1.86926 -1.25970 -1.76878
C 2.33965 -0.34981 -0.63703
N 2.60589 1.08345 -1.04356
Sr 1.61021 1.98492 0.64014
C -2.62504 0.73157 -0.78925
P -1.34844 1.59227 0.21549
H 0.53193 -2.53554 -3.66699
H -3.41938 -0.90067 -2.89711
H -1.92360 -2.48157 -4.17251
H -3.29847 0.17236 -0.10998
H -3.23945 1.46136 -1.35272
H 2.06130 -2.28591 -1.42849
H 2.46787 -1.11371 -2.67515
H 1.60208 -0.37040 0.20930
C -2.45376 2.63246 1.20763
C -0.84150 2.87138 -1.01023
H 3.25688 -0.76821 -0.21289
C 2.29970 1.47116 -2.46862
C 4.02076 1.46134 -0.69836
H 1.22041 1.77826 3.23870
H 3.18816 1.95246 -2.89373
H 2.04114 0.60799 -3.08240
H 1.47749 2.19864 -2.49332
H 4.58738 1.65381 -1.61645
H 4.04103 2.39147 -0.09339
H 4.53699 0.65615 -0.15145
H -1.76800 3.27954 -1.43103
H -0.28965 3.69482 -0.51589
H -0.24292 2.45960 -1.83452
H -3.17555 3.12461 0.54269
H -2.97989 2.00725 1.93845
H -1.85439 3.38454 1.73439
H 1.85492 2.37489 3.21604
C -1.47185 -0.89985 4.20250
Si -0.91378 -1.76337 2.62001
C 0.78465 -2.54248 2.89551
C -2.14705 -3.10711 2.14382
H -0.70698 -0.18581 4.54714
H -1.64891 -1.64107 4.99794
H -2.40756 -0.34609 4.02646
H 0.70145 -3.35831 3.63259
H 1.17475 -2.96491 1.95548
H 1.51123 -1.80473 3.27263
H -2.26039 -3.83426 2.96266
H -3.13171 -2.66380 1.92764
H -1.80383 -3.64055 1.24265
```

[2]
A single C5H6FNS molecule at a distorted geometry. Source: the OMol25 dataset; level of theory: ωB97M-V/def2-TZVPD.

Kohn-Sham gap ... 9.353 eV
Net charge ... 0

```
14
C5H6FNS | the OMol25 dataset | ωB97M-V/def2-TZVPD
C -0.60903 0.51354 0.68079
C -1.07005 -0.59871 -0.23004
C 0.53999 0.91790 -0.20788
C 1.39733 -0.29163 -0.38825
C 0.36439 -1.31587 -0.31886
H -1.33820 1.36603 0.82360
H -2.02965 -1.12628 -0.03603
H 1.10994 1.77221 -0.16490
H 2.22970 -0.15511 -1.09398
H 1.15662 -0.74675 1.64150
H 0.47672 -2.29455 -0.71827
N 1.34935 -1.14440 0.80576
F -0.46347 0.34718 2.14399
S -0.66345 0.66995 -1.41266
```

[3]
A molecular structure, C22H22BN3O7RuS. Source: the OMol25 dataset; level of theory: ωB97M-V/def2-TZVPD.

Kohn-Sham gap ... 7.514 eV
Net charge ... 0

```
57
C22H22BN3O7RuS | the OMol25 dataset | ωB97M-V/def2-TZVPD
Ru -1.66072 0.68062 -2.38447
O 0.43716 -2.26304 -4.02989
C -0.03334 -1.20592 -3.68523
N -1.14445 -1.05399 -2.87241
C -1.79491 -2.19977 -2.25996
C -2.92074 -1.69592 -1.38716
C -3.75667 -2.55481 -0.69572
C -4.75529 -2.02436 0.10280
C -4.89830 -0.64830 0.18908
C -4.03614 0.15817 -0.52718
N -3.07233 -0.36101 -1.29648
C 0.53652 0.13168 -4.10664
C 1.63626 0.21834 -4.92710
C 2.10879 1.48305 -5.26107
C 1.46198 2.59879 -4.76382
C 0.35446 2.43492 -3.94069
N -0.08910 1.22227 -3.62641
H -1.08204 -2.77021 -1.65615
H -2.18021 -2.88012 -3.02402
H -3.61758 -3.62400 -0.78343
H -5.41607 -2.68057 0.65368
H -5.66457 -0.19656 0.80191
H -4.09529 1.24030 -0.50104
H 2.09768 -0.69223 -5.28212
H 2.97356 1.59020 -5.90207
H 1.80089 3.59735 -4.99938
H -0.19048 3.27315 -3.52063
O -3.64134 3.46094 -0.95955
S -2.50955 3.22227 -1.80606
O -1.83018 4.36856 -2.33539
O -2.86139 2.22624 -2.92695
O -1.48913 2.29688 -1.07120
C 3.40485 -1.72760 4.36900
C 2.29786 -0.66484 4.39607
C 2.78075 0.55364 5.19492
C 1.08548 -1.25672 5.11536
C 1.96657 -0.23627 2.96470
C 2.97173 0.32546 2.17095
C 2.75506 0.74973 0.86328
C 1.48306 0.59209 0.36679
O 0.98633 0.91449 -0.87970
B -0.35747 0.57315 -0.81950
O -0.68735 -0.00874 0.39943
C 0.47909 0.03768 1.13515
C 0.68421 -0.38408 2.42859
H 3.64971 -2.04132 5.38618
H 4.31632 -1.34771 3.90675
H 3.08350 -2.60637 3.80678
H 3.01784 0.26112 6.22023
H 2.00936 1.32500 5.22734
H 3.67673 0.99317 4.75573
H 1.37156 -1.54671 6.12767
H 0.71086 -2.14817 4.60845
H 0.27108 -0.53429 5.19523
H 3.96492 0.44328 2.58448
H 3.54496 1.18599 0.26764
H -0.13450 -0.80495 2.99322
```

[4]
A molecular structure, C21H15IrN2O6. Source: the OMol25 dataset; level of theory: ωB97M-V/def2-TZVPD.

Kohn-Sham gap (spin up / spin down) ... 6.839 / 5.741 eV
Expectation value of S² ... 0.76
Spin multiplicity ... 2
Net charge ... +1

```
45
C21H15IrN2O6 | the OMol25 dataset | ωB97M-V/def2-TZVPD
Ir -1.18831 -0.37437 -0.87806
O 2.71744 3.18868 -1.75239
C 1.59605 3.92864 -1.87819
C 1.65710 5.31260 -2.01694
C 0.50297 6.05613 -2.15577
C -0.74325 5.43594 -2.15907
C -0.81243 4.06923 -2.01267
C 0.34444 3.29049 -1.86596
C 0.19120 1.85315 -1.67764
O -1.07386 1.39858 -1.64523
N 1.18037 1.01345 -1.55587
N 0.67233 -0.25107 -1.37604
C 1.43351 -1.28874 -1.53090
C 0.94380 -2.61845 -1.66064
C 1.87146 -3.68127 -1.67850
C 1.45638 -4.96432 -1.90891
C 0.09840 -5.22176 -2.15479
C -0.83167 -4.21201 -2.16074
C -0.42799 -2.89455 -1.91155
O -1.37518 -1.96141 -1.96025
H 3.48627 3.76907 -1.79419
H 2.62577 5.79906 -2.01512
H 0.57546 7.13039 -2.26226
H -1.64584 6.01800 -2.27604
H -1.77222 3.57383 -2.01203
H 2.48891 -1.06179 -1.64437
H 2.91699 -3.45947 -1.50610
H 2.16685 -5.77848 -1.91278
H -0.22049 -6.23754 -2.34811
H -1.87878 -4.39635 -2.35461
O -0.72182 1.40906 3.53948
C -0.93706 0.13744 3.89293
C -0.95732 -0.14517 5.25961
C -1.16408 -1.43440 5.69246
C -1.36510 -2.49015 4.79157
C -1.36472 -2.22697 3.44904
C -1.15232 -0.91422 2.97814
C -1.18147 -0.67250 1.57149
O -0.87485 0.45921 1.02282
O -1.53119 -1.58144 0.70188
H -0.68348 1.49853 2.57554
H -0.80358 0.66938 5.95338
H -1.16924 -1.63419 6.75619
H -1.52138 -3.49537 5.15477
H -1.52809 -3.01486 2.72642
```

[5]
A molecular structure, C33H49BrN3OPtS2Si4 at a distorted geometry. Source: the OMol25 dataset; level of theory: ωB97M-V/def2-TZVPD.

Kohn-Sham gap ... 7.185 eV
Net charge ... +1

```
94
C33H49BrN3OPtS2Si4 | the OMol25 dataset | ωB97M-V/def2-TZVPD
Pt -0.42949 -0.38941 -0.21942
N -1.58698 4.07865 -0.79593
C -1.34438 2.77630 -0.92377
S -1.06838 1.86625 0.50756
N -1.32233 2.22990 -2.13456
C -1.61072 2.89191 -3.36775
C -0.70044 2.78810 -4.40964
C -0.98788 3.37958 -5.62985
C -2.17248 4.08130 -5.80370
C -3.08090 4.17628 -4.75918
C -2.81032 3.57054 -3.54059
H -1.57499 4.48350 0.12408
H -1.70014 4.67573 -1.59974
H -1.06073 1.24846 -2.15108
H 0.22379 2.24222 -4.26492
H -0.28214 3.29567 -6.44520
H -2.39161 4.54614 -6.75517
H -4.01403 4.70569 -4.89677
H -3.53994 3.59799 -2.74056
Br 5.69387 -2.80189 -0.74643
C 3.96856 -2.09897 -0.58764
C 3.54411 -1.08892 -1.43590
C 2.25691 -0.61310 -1.30962
N 1.39854 -1.10142 -0.39852
C 1.82244 -2.06849 0.43411
C 3.10046 -2.58288 0.37641
H 4.19938 -0.67198 -2.18637
H 1.89597 0.19789 -1.92266
H 1.09872 -2.41540 1.15761
H 3.39478 -3.36324 1.06329
O -0.79329 -2.14167 2.51500
S -0.19543 -0.87716 3.04800
C 0.38764 -1.22538 4.69750
C -0.37830 -2.01941 5.54114
C 0.10125 -2.30325 6.80736
C 1.32965 -1.79367 7.21927
C 2.08709 -1.00633 6.36649
C 1.61713 -0.72314 5.08939
C -1.56068 0.20980 3.45445
C -1.35972 1.36378 4.19943
C -2.42788 2.21931 4.41139
C -3.67665 1.92251 3.87591
C -3.86157 0.76842 3.13019
C -2.79710 -0.09665 2.91307
H -1.32672 -2.41180 5.19564
H -0.48050 -2.92093 7.47845
H 1.69774 -2.01917 8.21136
H 3.04430 -0.61949 6.68919
H 2.20085 -0.11798 4.40536
H -0.38585 1.58519 4.61998
H -2.28937 3.11609 5.00056
H -4.50859 2.59246 4.04905
H -4.83461 0.53639 2.71696
H -2.91387 -1.00643 2.33863
C -2.14881 -5.54731 -1.22911
Si -1.63830 -4.21549 0.01736
C -0.18948 -4.97034 0.96370
C -3.14800 -3.95828 1.10163
Si -1.20395 -2.33362 -1.30021
Si -0.03394 -2.98122 -3.24936
C 0.51211 -1.42057 -4.17810
C -1.13720 -3.88331 -4.46888
C 1.46657 -4.03374 -2.83551
Si -3.28111 -1.46358 -2.04298
C -4.45262 -2.82940 -2.55891
C -4.05785 -0.42035 -0.68455
C -3.00683 -0.39545 -3.57440
H -2.54963 -6.41208 -0.69217
H -1.29296 -5.90411 -1.80918
H -2.92215 -5.21586 -1.92504
H -0.45264 -5.13678 2.00967
H 0.69858 -4.34682 0.95564
H 0.07522 -5.93208 0.52139
H -3.33447 -4.84776 1.70918
H -4.02893 -3.80685 0.47343
H -3.03481 -3.11226 1.77768
H -0.32655 -1.05769 -4.77777
H 1.34173 -1.61815 -4.86144
H 0.80971 -0.60910 -3.51193
H -2.07329 -3.34206 -4.62186
H -1.37863 -4.90504 -4.17442
H -0.62095 -3.91995 -5.43220
H 1.96521 -3.70554 -1.92015
H 2.19376 -3.99542 -3.65045
H 1.18547 -5.07960 -2.69230
H -4.78441 -3.45642 -1.73133
H -4.01085 -3.47470 -3.31970
H -5.33554 -2.35531 -2.99869
H -4.43440 -1.04890 0.12629
H -4.89835 0.15672 -1.08045
H -3.34675 0.28757 -0.25002
H -3.10475 -1.00031 -4.47968
H -2.01134 0.04536 -3.60427
H -3.73765 0.41283 -3.64745
```

[6]
2 unconnected molecules or ions with the total composition C4H4NO3 at a distorted geometry. Source: the OMol25 dataset; level of theory: ωB97M-V/def2-TZVPD.

Kohn-Sham gap (spin up / spin down) ... 7.788 / 7.789 eV
Net charge ... -1

```
12
C4H4NO3 | the OMol25 dataset | ωB97M-V/def2-TZVPD
C -0.79211 0.57487 0.14661
C 2.20195 -0.12512 0.38129
C 0.00732 -0.48582 0.32665
C -2.18781 0.34777 -0.27879
N 2.48640 0.32677 -0.71134
O -2.56678 -0.96246 -0.18664
O -2.96570 1.21341 -0.62164
O -0.30218 -1.66123 0.52252
H -0.41020 1.58089 0.04380
H 2.84573 -0.11420 1.22854
H 3.34957 0.84997 -1.01685
H -1.66619 -1.54485 0.16584
```

[7]
2 unconnected molecules or ions with the total composition CHClS2 at a distorted geometry. Source: the OMol25 dataset; level of theory: ωB97M-V/def2-TZVPD.

Kohn-Sham gap ... 9.426 eV
Net charge ... 0

```
5
CHClS2 | the OMol25 dataset | ωB97M-V/def2-TZVPD
C -0.33890 1.79402 0.23481
S -1.04263 2.47908 -0.98992
S 0.26694 0.85582 1.33550
Cl 0.17883 -2.01164 -0.48660
H 0.93575 -3.11727 -0.09379
```

[8]
A single C5H12NOPS molecule at a distorted geometry. Source: the OMol25 dataset; level of theory: ωB97M-V/def2-TZVPD.

Kohn-Sham gap ... 9.083 eV
Net charge ... 0
Structure (SMILES) ... CN(C)[P@@]1(=S)CCCO1

```
21
C5H12NOPS | the OMol25 dataset | ωB97M-V/def2-TZVPD
C 1.06444 -1.76742 -0.56119
C 0.53829 -2.03233 0.86058
C -0.13798 -1.20910 -1.36840
C -0.70958 2.15015 -0.60524
C -0.33507 1.40292 1.67716
N -0.49526 1.03889 0.29754
O -0.66415 -1.37044 1.26303
P -1.17898 -0.47168 -0.01437
S -3.10277 -0.88348 -0.27190
H 1.84989 -1.03913 -0.52055
H 1.60046 -2.57738 -1.17766
H 0.31036 -3.08499 0.89843
H 1.08783 -1.74281 1.76503
H 0.23502 -0.39857 -2.02748
H -0.76348 -2.00528 -1.90961
H -1.24084 1.75910 -1.52596
H -1.25960 3.07544 -0.15824
H 0.18520 2.58368 -1.10032
H -0.08612 0.50797 2.16254
H 0.54788 2.05470 1.66474
H -1.23316 1.83352 2.14052
```

These records have calculated total energy values of -1344.88780; -746.78809; -2060.60698; -1474.26570; -6173.97615; -435.25319; -1295.25778; -1067.25043 Eh, in the order they appear.
These records have relative energy (zero: lowest compared OMol25 entry of this formula, charge and spin) values of 2.601; 3.086; 0.435; 0.000; 1.718; 3.002; 0.305; 0.000 eV, in the order they appear.